[1]
Molecular formula: C6H9N
Method: DFT, ωB97M-V/def2-TZVPD

The value obtained for the maximum force is 0.092 Eh/bohr. The SMILES is Cc1cc[nH]c1C. As for the HOMO energy: -0.283 hartree. The calculation puts the HOMO-LUMO gap at 8.7 eV. As for the calculated total energy: -288.703636 Ha. For the LUMO energy, the calculation gives 1.0 eV.

Last column: Mulliken charge in e.
Geometry (Å):
N (1.215, -0.493, 1.142)  0.055
C (-0.061, -0.254, 0.673)  -0.328
C (-1.172, 0.086, -1.669)  -1.363
C (-1.018, 0.559, 1.584)  -1.112
C (2.043, -0.404, 0.086)  -0.391
C (-0.022, -0.296, -0.671)  1.131
C (1.326, -0.356, -1.155)  -0.618
H (-0.520, 0.932, 2.572)  0.296
H (-1.043, -0.516, -2.589)  0.352
H (1.445, -0.791, 2.057)  0.193
H (-1.643, 1.174, 0.948)  0.298
H (-2.212, -0.046, -1.225)  0.344
H (-1.725, -0.254, 1.972)  0.287
H (1.599, 0.219, -2.024)  0.294
H (3.166, -0.731, 0.210)  0.264
H (-1.379, 1.170, -1.910)  0.298

=====

[2]
Molecular formula: C6H9N
Method: DFT, ωB97M-V/def2-TZVPD

The value obtained for the maximum force is 0.046 Eh/bohr. The SMILES is [H]/N=C/[C@]1(C)CC1=C. As for the HOMO energy: -0.355 hartree. The calculation puts the HOMO-LUMO gap at 10.6 eV. As for the calculated total energy: -288.690632 Ha. For the LUMO energy, the calculation gives 0.9 eV.

Last column: Mulliken charge in e.
Geometry (Å):
N (1.352, -1.528, 1.507)  -0.570
C (-1.060, -0.095, 1.252)  -1.484
C (1.175, -0.979, 0.389)  -0.365
C (-0.646, -0.506, -1.322)  -0.836
C (-0.049, 0.828, -0.863)  -0.089
C (-0.098, -0.307, 0.078)  1.267
C (0.189, 2.097, -1.059)  -0.729
H (2.258, -1.976, 1.626)  0.248
H (-0.107, -1.172, -1.982)  0.272
H (0.789, 2.680, -0.376)  0.257
H (-1.717, -0.518, -1.467)  0.279
H (-1.954, 0.426, 0.923)  0.426
H (-1.343, -1.075, 1.639)  0.368
H (-0.140, 2.619, -1.944)  0.250
H (-0.557, 0.467, 2.033)  0.328
H (1.908, -0.962, -0.432)  0.379

=====

[3]
Molecular formula: C6H9N
Method: DFT, ωB97M-V/def2-TZVPD

The value obtained for the maximum force is 0.011 Eh/bohr. The SMILES is C[C@]12C[C@H]1[C@H]1N[C@H]12. As for the HOMO energy: -0.304 hartree. The calculation puts the HOMO-LUMO gap at 9.4 eV. As for the calculated total energy: -288.650483 Ha. For the LUMO energy, the calculation gives 1.1 eV.

Last column: Mulliken charge in e.
Geometry (Å):
N (-0.562, 1.814, -0.758)  -0.627
C (-0.436, -1.788, 0.784)  -1.371
C (-0.182, -0.527, 0.002)  0.764
C (0.454, 1.526, 0.254)  -0.095
C (0.534, -0.468, -1.320)  -0.769
C (-0.852, 0.859, 0.328)  -0.423
C (1.154, 0.175, -0.101)  -0.520
H (-1.015, 2.717, -0.586)  0.251
H (0.312, -2.538, 0.500)  0.327
H (-1.691, 1.054, 0.991)  0.450
H (-0.340, -1.618, 1.865)  0.314
H (0.841, 2.335, 0.864)  0.449
H (0.144, 0.205, -2.076)  0.262
H (0.981, -1.391, -1.699)  0.286
H (2.088, -0.145, 0.359)  0.373
H (-1.429, -2.213, 0.592)  0.330

=====

[4]
Molecular formula: C6H9N
Method: DFT, ωB97M-V/def2-TZVPD

The value obtained for the maximum force is 0.058 Eh/bohr. As for the HOMO energy (alpha / beta): -0.311 / -0.292 hartree. The calculation puts the HOMO-LUMO gap (alpha / beta) at 8.3 / 7.9 eV. As for the calculated total energy: -288.589446 Ha. For the LUMO energy (alpha / beta), the calculation gives -0.2 / -0.1 eV.

Last column: Mulliken charge in e.
Geometry (Å):
N (0.035, -1.341, -1.604)  -0.503
C (1.078, 1.745, 0.593)  -0.712
C (-1.776, -0.683, 0.569)  -1.234
C (0.678, -0.506, -2.242)  -0.142
C (-0.319, -0.479, 0.442)  0.795
C (0.635, 0.510, 0.731)  -0.026
C (0.847, -0.848, 1.294)  -0.624
H (1.973, 2.082, 1.093)  0.251
H (0.900, -0.664, -3.299)  0.299
H (0.682, -1.022, 2.353)  0.265
H (-2.304, 0.270, 0.591)  0.295
H (1.636, -1.464, 0.881)  0.219
H (-2.144, -1.261, -0.278)  0.398
H (1.072, 0.437, -1.851)  0.126
H (-2.002, -1.245, 1.476)  0.308
H (0.537, 2.475, 0.013)  0.285

=====

[5]
Molecular formula: C6H9N
Method: DFT, ωB97M-V/def2-TZVPD

The value obtained for the maximum force is 0.021 Eh/bohr. The SMILES is CC1(C#N)CCC1. As for the HOMO energy: -0.402 hartree. The calculation puts the HOMO-LUMO gap at 11.8 eV. As for the calculated total energy: -288.743531 Ha. For the LUMO energy, the calculation gives 0.8 eV.

Last column: Mulliken charge in e.
Geometry (Å):
N (-2.448, -0.693, 1.779)  -0.493
C (0.113, 1.233, 0.102)  -0.836
C (0.906, -1.000, 1.072)  -1.563
C (-0.261, -0.243, 0.403)  1.473
C (-0.482, -0.418, -1.136)  -0.840
C (0.279, 0.905, -1.397)  -0.597
C (-1.476, -0.472, 1.190)  -0.179
H (1.315, 0.778, -1.726)  0.254
H (0.719, -2.070, 1.212)  0.376
H (-0.093, -1.371, -1.487)  0.328
H (1.066, -0.570, 2.069)  0.384
H (-0.741, 1.887, 0.278)  0.338
H (0.992, 1.604, 0.633)  0.315
H (-1.532, -0.314, -1.437)  0.325
H (1.841, -0.881, 0.514)  0.395
H (-0.198, 1.625, -2.070)  0.319

=====

[6]
Molecular formula: C6H9N
Method: DFT, ωB97M-V/def2-TZVPD

The value obtained for the maximum force is 0.004 Eh/bohr. The SMILES is Cc1c[nH]c(C)c1. As for the HOMO energy: -0.286 hartree. The calculation puts the HOMO-LUMO gap at 8.8 eV. As for the calculated total energy: -288.776848 Ha. For the LUMO energy, the calculation gives 1.1 eV.

Last column: Mulliken charge in e.
Geometry (Å):
N (-0.238, -1.275, -0.628)  -0.011
C (1.053, 0.203, 0.420)  0.799
C (-2.494, -0.211, -0.640)  -1.196
C (1.057, -0.981, -0.276)  -0.806
C (-0.309, 0.619, 0.500)  -0.473
C (-1.080, -0.292, -0.178)  0.186
C (2.244, 0.993, 0.881)  -1.181
H (-0.527, -2.086, -1.148)  0.186
H (-3.036, -1.156, -0.542)  0.336
H (2.904, 1.229, 0.039)  0.275
H (-0.675, 1.517, 0.981)  0.334
H (-2.517, 0.077, -1.697)  0.267
H (1.877, -1.618, -0.579)  0.388
H (2.847, 0.478, 1.634)  0.286
H (-3.031, 0.556, -0.079)  0.306
H (1.925, 1.946, 1.312)  0.306

=====

[7]
Molecular formula: C6H9N
Method: DFT, ωB97M-V/def2-TZVPD

The value obtained for the maximum force is 0.014 Eh/bohr. As for the HOMO energy: -0.268 hartree. The calculation puts the HOMO-LUMO gap at 8.0 eV. As for the calculated total energy: -288.599755 Ha. For the LUMO energy, the calculation gives 0.7 eV.

Last column: Mulliken charge in e.
Geometry (Å):
N (0.378, 2.095, 1.746)  -0.560
C (-1.556, -0.993, -0.638)  -1.338
C (1.160, -0.831, 0.707)  -1.116
C (0.132, 1.657, 0.640)  0.240
C (1.003, -0.194, -0.663)  -0.484
C (-0.370, -0.182, -1.143)  0.525
C (0.029, 1.234, -0.619)  -0.331
H (0.267, -0.880, 1.356)  0.329
H (1.967, -0.372, 1.289)  0.335
H (-0.461, -0.022, -2.222)  0.444
H (0.186, 2.013, -1.357)  0.335
H (-1.709, -0.955, 0.443)  0.318
H (1.466, -1.867, 0.525)  0.341
H (-2.481, -0.679, -1.132)  0.370
H (1.369, 2.018, 1.978)  0.299
H (-1.380, -2.042, -0.909)  0.291

=====

[8]
Molecular formula: C6H9N
Method: DFT, ωB97M-V/def2-TZVPD

The value obtained for the maximum force is 0.023 Eh/bohr. As for the HOMO energy (alpha / beta): -0.272 / -0.284 hartree. The calculation puts the HOMO-LUMO gap (alpha / beta) at 7.4 / 7.9 eV. As for the calculated total energy: -288.547320 Ha. For the LUMO energy (alpha / beta), the calculation gives 0.0 / 0.2 eV.

Last column: Mulliken charge in e.
Geometry (Å):
N (1.656, -0.424, 2.156)  -0.459
C (-1.624, -1.306, 0.472)  -1.197
C (0.677, 1.864, -0.175)  -1.306
C (0.809, -0.879, -0.282)  -0.246
C (-0.076, 0.153, -1.086)  -0.460
C (1.296, -0.593, 1.067)  0.051
C (-0.577, -1.131, -0.576)  0.404
H (0.516, 1.921, 0.901)  0.374
H (1.597, -1.274, -0.923)  0.350
H (0.237, 2.706, -0.710)  0.420
H (0.121, 0.404, -2.124)  0.387
H (-1.655, -2.359, 0.768)  0.325
H (1.722, 1.719, -0.423)  0.412
H (-0.653, 0.961, -0.552)  0.257
H (-1.428, -0.724, 1.389)  0.370
H (-2.617, -1.039, 0.098)  0.318

=====

[9]
Molecular formula: C6H9N
Method: DFT, ωB97M-V/def2-TZVPD

The value obtained for the maximum force is 0.011 Eh/bohr. As for the HOMO energy: -0.317 hartree. The calculation puts the HOMO-LUMO gap at 9.6 eV. As for the calculated total energy: -288.704614 Ha. For the LUMO energy, the calculation gives 1.0 eV.

Last column: Mulliken charge in e.
Geometry (Å):
N (1.253, 1.291, -0.493)  -0.599
C (0.139, -0.651, 0.158)  0.586
C (1.482, -0.940, -0.102)  -0.430
C (-0.017, 0.728, -0.072)  0.444
C (2.118, 0.249, -0.452)  -0.534
C (-0.958, -1.604, 0.551)  -1.254
C (-1.292, 1.488, -0.329)  -1.138
H (0.781, 1.472, 0.644)  0.245
H (-0.574, -2.621, 0.689)  0.337
H (-1.701, 1.222, -1.312)  0.255
H (-2.053, 1.255, 0.424)  0.319
H (3.177, 0.415, -0.635)  0.413
H (-1.443, -1.303, 1.488)  0.303
H (1.945, -1.920, -0.019)  0.392
H (-1.743, -1.648, -0.215)  0.295
H (-1.115, 2.568, -0.324)  0.367

=====

[10]
Molecular formula: C6H9N
Method: DFT, ωB97M-V/def2-TZVPD

The value obtained for the maximum force is 0.045 Eh/bohr. As for the HOMO energy: -0.254 hartree. The calculation puts the HOMO-LUMO gap at 6.8 eV. As for the calculated total energy: -288.561737 Ha. For the LUMO energy, the calculation gives -0.1 eV.

Last column: Mulliken charge in e.
Geometry (Å):
N (-1.508, -0.313, 0.066)  -0.455
C (0.649, -0.136, -1.001)  -0.445
C (1.894, -1.187, 1.174)  -0.738
C (-0.642, -1.364, 0.682)  -0.678
C (-0.389, 0.451, -0.139)  0.769
C (-0.342, 1.801, 0.449)  -1.412
C (0.885, -0.917, 0.275)  0.104
H (-0.735, -1.329, 1.771)  0.352
H (-2.219, 0.099, 0.672)  0.339
H (2.923, -1.035, 0.797)  0.157
H (0.254, -0.729, -1.819)  0.211
H (-0.756, 1.795, 1.457)  0.376
H (1.407, 0.579, -1.316)  0.383
H (-0.974, 2.445, -0.171)  0.375
H (-0.891, -2.321, 0.253)  0.301
H (0.665, 2.196, 0.457)  0.361